No. 1
{
  "formula": "CH4N4",
  "method": "wB97M-V/def2-TZVPD",
  "homo_ha": -0.3290,
  "largest_force_ev_per_a": 6.2,
  "e_above_lowest_kj_mol": 554.59,
  "total_charge": 0,
  "gap_ev": 9.9,
  "e_lumo_ev": 0.949,
  "total_energy_ha": -259.3487,
  "elements": ["N", "N", "C", "N", "N", "H", "H", "H", "H"],
  "xyz": [[1.493, 0.195, -0.117], [0.152, 0.092, 0.181], [-0.989, 0.904, 0.064], [-1.911, 0.034, -0.034], [-0.669, -1.129, -0.028], [1.848, 0.104, -1.017], [1.944, -0.567, 0.355], [-0.944, 2.032, -0.144], [-0.924, -1.664, 0.740]],
  "nbo_charge": [-0.6183, -0.1639, 0.1764, -0.3073, -0.3386, 0.3453, 0.3535, 0.2100, 0.3429]
}

=====

No. 2
{
  "formula": "CH4N4O2",
  "method": "wB97M-V/def2-TZVPD",
  "homo_ha": -0.3657,
  "largest_force_ev_per_a": 3.2,
  "e_above_lowest_kj_mol": 366.04,
  "total_charge": 0,
  "gap_ev": 10.3,
  "e_lumo_ev": 0.329,
  "total_energy_ha": -409.8094,
  "elements": ["N", "N", "C", "N", "N", "O", "O", "H", "H", "H", "H"],
  "xyz": [[-2.421, -0.507, 0.238], [-1.173, 0.282, 0.085], [0.196, 0.216, -0.016], [1.156, -0.638, -0.080], [2.442, -0.038, -0.084], [2.574, 1.142, -0.099], [3.293, -0.870, -0.042], [-2.983, -0.540, -0.578], [-2.282, -1.449, 0.533], [-1.528, 1.194, 0.227], [0.725, 1.210, -0.184]],
  "nbo_charge": [-0.6415, -0.4353, 0.2657, -0.4360, 0.6346, -0.3968, -0.3364, 0.3629, 0.3688, 0.3954, 0.2185]
}